No. 1
Here is a 2-piece molecular cluster, H4SSi overall from the Open Molecules 2025 dataset. Energies are from the ωB97M-V functional and the def2-TZVPD basis.

```
6
H4SSi (the ωB97M-V functional and the def2-TZVPD basis)
Si -0.677 -0.181 -0.077
S 0.149 0.487 -1.992
H 0.617 0.846 2.316
H -2.164 -0.011 -0.200
H 0.139 -1.354 0.149
H 0.936 -0.414 -2.648
```

The HOMO energy (alpha / beta) is -0.362 / -0.298 hartree. The value obtained for the energy relative to the best compared isomer or geometry (same formula, charge and spin) is 99.3 kcal/mol. The frontier orbital gap (alpha / beta) is 8.80 / 7.37 eV. For the total energy, the calculation gives -18773.467 eV. The calculation puts the LUMO energy (alpha / beta) at -0.0383 / -0.0276 Eh.

Atom charges from the Löwdin analysis, given in e for atoms 1 to 2: Si 0.268; S 0.209

=====

No. 2
Here is an isolated ion of composition C10H15BrF2N and charge +1 from the Open Molecules 2025 dataset. Energies are from the ωB97M-V functional and the def2-TZVPD basis.

```
29
C10H15BrF2N (the ωB97M-V functional and the def2-TZVPD basis)
C -1.549 -2.617 0.078
C -2.674 -2.619 -0.689
C -1.353 -1.633 1.067
C -3.574 -1.470 -0.685
C -0.303 -0.784 1.074
C -3.302 -0.183 -0.465
C 3.500 1.593 0.166
C 0.953 1.380 -1.323
C 1.068 -0.590 0.297
C 2.119 1.700 0.679
N 1.133 0.909 0.114
F -0.200 0.076 2.155
F -2.134 0.388 -0.784
Br -4.710 1.140 -0.153
H -0.841 -3.443 0.040
H -3.001 -3.532 -1.184
H -2.244 -1.352 1.732
H -4.665 -1.701 -0.618
H 3.801 2.553 -0.397
H 4.320 1.449 0.924
H 3.640 0.815 -0.573
H 1.888 1.035 -1.777
H 0.012 0.908 -1.681
H 0.931 2.506 -1.266
H 1.067 -1.261 -0.688
H 1.920 -0.819 0.843
H 1.686 2.730 0.794
H 2.250 1.465 1.814
H 0.262 1.357 0.505
```

As for the net charge: +1. The HOMO energy is -0.439 hartree. The value obtained for the energy relative to the best compared isomer or geometry (same formula, charge and spin) is 21.0 kcal/mol. The frontier orbital gap is 8.87 eV. For the total energy, the calculation gives -87570.370 eV. The calculation puts the LUMO energy at -0.1135 Eh. The SMILES is CC[N@@H+](C)C\C(F)=C/C=C\C=C(/F)Br.

Atom charges from the Löwdin analysis, given in e for atoms 1 to 2: C -0.106; C -0.053

=====

No. 3
Here is a 14-piece molecular cluster, C4H26BO21 overall from the Open Molecules 2025 dataset. Energies are from the ωB97M-V functional and the def2-TZVPD basis.

```
52
C4H26BO21 (the ωB97M-V functional and the def2-TZVPD basis)
O -2.586 -3.024 -1.680
C -1.509 -2.549 -1.251
O -1.411 -2.095 -0.062
B -0.030 -1.584 0.068
O 0.668 -2.127 -1.162
C -0.248 -2.574 -1.921
O -0.010 -2.652 -3.153
O 0.680 -1.852 1.348
C 0.996 -0.768 1.883
O 1.676 -0.645 2.899
C 0.488 0.291 1.062
O -0.006 -0.094 -0.029
O 0.731 1.467 1.310
O -2.427 -0.618 2.158
H -2.522 0.194 1.649
H -2.547 -1.348 1.533
O -2.572 1.389 0.453
H -3.448 1.721 0.365
H -2.473 0.818 -0.329
O 0.738 2.317 -1.506
H 0.334 1.584 -1.061
H 1.138 1.848 -2.262
O -3.912 -0.087 -1.712
H -4.302 -0.885 -2.093
H -4.468 0.614 -2.019
O 2.433 2.756 2.808
H 1.749 3.049 3.382
H 1.964 2.286 2.150
O 0.395 4.373 1.268
H 0.577 3.432 1.281
H 0.815 4.587 0.435
O 4.313 0.341 2.388
H 3.818 -0.436 2.554
H 4.008 1.130 2.909
O 3.662 -1.629 -1.966
H 3.545 -0.873 -1.301
H 3.339 -2.426 -1.526
O 2.402 0.951 4.978
H 2.365 0.328 4.287
H 1.531 1.247 5.002
O -4.529 -2.230 -3.225
H -3.840 -2.705 -2.664
H -5.383 -2.571 -2.982
O -0.847 1.205 4.111
H -1.328 1.700 3.418
H -0.621 0.336 3.738
O 1.636 0.331 -3.211
H 1.266 -0.119 -3.919
H 2.111 -0.361 -2.713
O 0.867 -1.328 -5.397
H 0.111 -0.813 -5.578
H 0.648 -1.919 -4.733
```

As for the net charge: -1. The HOMO energy is -0.269 hartree. The value obtained for the energy relative to the best compared isomer or geometry (same formula, charge and spin) is 48.4 kcal/mol. The frontier orbital gap is 8.42 eV. For the total energy, the calculation gives -48251.971 eV. The calculation puts the LUMO energy at 0.0403 Eh.

Atom charges from the Löwdin analysis, given in e for atoms 1 to 2: O 0.105; C -0.349

=====

No. 4
Here is C3H7ClOS2 in the gas phase from the Open Molecules 2025 dataset. Energies are from the ωB97M-V functional and the def2-TZVPD basis.

```
14
C3H7ClOS2 (the ωB97M-V functional and the def2-TZVPD basis)
C 0.530 1.061 0.928
C -0.154 -1.086 -0.283
C -0.273 0.415 -0.171
O -0.054 1.136 -1.321
S -3.057 -0.791 1.569
S -2.281 0.628 0.492
Cl -3.000 0.391 -1.529
H 0.234 0.716 1.912
H 1.582 0.828 0.768
H 0.411 2.139 0.863
H -0.113 -1.524 0.712
H 0.754 -1.356 -0.822
H -1.004 -1.512 -0.812
H -0.548 0.741 -2.057
```

The HOMO energy is -0.312 hartree. The value obtained for the energy relative to the best compared isomer or geometry (same formula, charge and spin) is 19.1 kcal/mol. The frontier orbital gap is 7.82 eV. For the total energy, the calculation gives -39464.454 eV. The calculation puts the LUMO energy at -0.0249 Eh.

Atom charges from the Löwdin analysis, given in e for atoms 1 to 2: C -0.067; C -0.103

=====

No. 5
Here is C24H33BrMnN6O7S2Si as an isolated structure from the Open Molecules 2025 dataset. Energies are from the ωB97M-V functional and the def2-TZVPD basis.

```
75
C24H33BrMnN6O7S2Si (the ωB97M-V functional and the def2-TZVPD basis)
Mn -1.946 -0.744 -0.260
O -3.855 -3.907 0.294
S -3.219 -2.969 -0.552
O -1.755 -2.715 -0.264
O -3.717 -1.538 -0.472
C -3.324 -3.517 -2.222
C -3.598 -4.869 -2.367
C -3.629 -5.435 -3.635
C -3.385 -4.650 -4.744
C -3.113 -3.294 -4.598
C -3.084 -2.714 -3.343
S -2.730 -0.965 -3.305
O -3.938 -0.277 -2.979
O -2.037 -0.645 -4.512
O -1.706 -0.885 -2.157
H -3.792 -5.471 -1.491
H -3.839 -6.490 -3.742
H -3.398 -5.087 -5.733
H -2.914 -2.675 -5.461
N -1.163 -3.492 5.045
C -1.754 -2.746 4.393
N -2.456 -1.863 3.709
C -2.255 -1.364 2.600
N -2.113 -0.755 1.591
N -2.005 1.987 -2.330
C -2.824 1.806 -1.268
O -2.421 0.966 -0.323
C -3.976 2.517 -1.054
C -4.761 2.275 0.107
N -5.391 2.073 1.048
C -4.377 3.471 -2.029
N -4.687 4.258 -2.810
H -1.380 1.228 -2.549
H -2.387 2.481 -3.123
C 3.719 -0.689 -0.884
C 3.612 -0.251 0.587
C 4.909 0.508 0.938
C 3.543 -1.540 1.421
Si 2.153 0.911 0.993
Br 0.462 -0.219 -0.253
C 1.612 0.941 2.806
C 1.007 -0.387 3.272
C 2.858 1.252 3.664
C 0.564 2.029 3.080
C 2.120 2.579 0.074
C 2.631 2.439 -1.368
C 3.066 3.536 0.831
C 0.732 3.233 0.013
H 4.562 -1.382 -0.962
H 3.914 0.135 -1.564
H 2.836 -1.219 -1.237
H 5.759 -0.159 0.765
H 4.954 0.829 1.979
H 5.055 1.383 0.304
H 4.392 -2.171 1.145
H 2.634 -2.111 1.221
H 3.606 -1.367 2.494
H 1.668 -1.244 3.159
H 0.089 -0.583 2.729
H 0.763 -0.303 4.336
H 3.607 0.462 3.628
H 2.539 1.350 4.706
H 3.343 2.192 3.386
H -0.350 1.875 2.503
H 0.933 3.035 2.888
H 0.295 1.979 4.139
H 3.695 2.202 -1.408
H 2.495 3.397 -1.876
H 2.092 1.686 -1.944
H 4.096 3.181 0.864
H 2.739 3.719 1.856
H 3.073 4.502 0.318
H -0.026 2.594 -0.436
H 0.810 4.124 -0.617
H 0.366 3.556 0.983
```

The HOMO energy (alpha / beta) is -0.320 / -0.321 hartree. The value obtained for the energy relative to the best compared isomer or geometry (same formula, charge and spin) is 12.8 kcal/mol. The multiplicity is 4. The frontier orbital gap (alpha / beta) is 4.79 / 6.14 eV. For the total energy, the calculation gives -179607.009 eV. The calculation puts the LUMO energy (alpha / beta) at -0.1442 / -0.0957 Eh. Its expectation value of S² is 3.85.

Atom charges from the Löwdin analysis, given in e for atoms 1 to 2: Mn 0.674; O -0.197

=====

What did the first record say?
Here is a 2-piece molecular cluster, H4SSi overall from the Open Molecules 2025 dataset. Energies are from the ωB97M-V functional and the def2-TZVPD basis.

```
6
H4SSi (the ωB97M-V functional and the def2-TZVPD basis)
Si -0.677 -0.181 -0.077
S 0.149 0.487 -1.992
H 0.617 0.846 2.316
H -2.164 -0.011 -0.200
H 0.139 -1.354 0.149
H 0.936 -0.414 -2.648
```

The HOMO energy (alpha / beta) is -0.362 / -0.298 hartree. The value obtained for the energy relative to the best compared isomer or geometry (same formula, charge and spin) is 99.3 kcal/mol. The frontier orbital gap (alpha / beta) is 8.80 / 7.37 eV. For the total energy, the calculation gives -18773.467 eV. The calculation puts the LUMO energy (alpha / beta) at -0.0383 / -0.0276 Eh.

Atom charges from the Löwdin analysis, given in e for atoms 1 to 2: Si 0.268; S 0.209

=====

What did the first record say?
Here is a 2-piece molecular cluster, H4SSi overall from the Open Molecules 2025 dataset. Energies are from the ωB97M-V functional and the def2-TZVPD basis.

```
6
H4SSi (the ωB97M-V functional and the def2-TZVPD basis)
Si -0.677 -0.181 -0.077
S 0.149 0.487 -1.992
H 0.617 0.846 2.316
H -2.164 -0.011 -0.200
H 0.139 -1.354 0.149
H 0.936 -0.414 -2.648
```

The HOMO energy (alpha / beta) is -0.362 / -0.298 hartree. The value obtained for the energy relative to the best compared isomer or geometry (same formula, charge and spin) is 99.3 kcal/mol. The frontier orbital gap (alpha / beta) is 8.80 / 7.37 eV. For the total energy, the calculation gives -18773.467 eV. The calculation puts the LUMO energy (alpha / beta) at -0.0383 / -0.0276 Eh.

Atom charges from the Löwdin analysis, given in e for atoms 1 to 2: Si 0.268; S 0.209

=====

- The lowest energy relative to the best compared isomer or geometry (same formula, charge and spin) belongs to which entry?
  C24H33BrMnN6O7S2Si

=====

- Look up the energy relative to the best compared isomer or geometry (same formula, charge and spin) of the third one.
  48.4 kcal/mol